1.
{"formula": "CH2CrO4", "method": "the ωB97M-V functional and the def2-TZVPD basis", "multiplicity": 6, "s2": 8.78, "max_force_ev_per_a": 1.84, "total_charge": 1, "e_lumo_ev": [-5.32, -8.68], "homo_ev": [-14.32, -16.01], "elements": ["O", "Cr", "O", "H", "C", "O", "O", "H"], "xyz": [[0.297, 0.954, -0.451], [1.860, 0.018, 0.087], [1.826, -1.466, 1.092], [1.409, -1.606, 1.941], [-0.936, 0.849, -0.374], [-1.536, 1.695, 0.395], [-1.695, 0.153, -1.144], [-1.225, -0.597, -1.546]], "atomic_forces_ev_per_a": [[-0.56, -0.06, 0.12], [1.45, -0.90, 0.67], [-0.12, 0.60, -0.65], [-0.05, -0.15, 0.34], [-0.27, 1.21, -1.02], [-0.15, -0.25, 0.23], [-0.30, -0.51, 0.51], [-0.01, 0.05, -0.20]]}



2.
{"formula": "CH2ErO6P", "method": "the ωB97M-V functional and the def2-TZVPD basis", "multiplicity": 4, "s2": 3.75, "max_force_ev_per_a": 7.62, "relative_energy_kcal_mol": 13.8, "total_charge": 2, "e_lumo_ev": [-12.08, -11.97], "homo_ev": [-19.69, -19.70], "elements": ["O", "C", "O", "O", "P", "O", "O", "O", "H", "H", "Er"], "xyz": [[-1.460, -0.143, 1.402], [-1.441, -0.920, 0.385], [-2.464, -1.332, -0.095], [-0.227, -1.344, -0.236], [0.878, -0.173, -0.590], [1.248, -0.242, -1.966], [0.247, 1.501, -0.368], [2.150, -0.375, 0.271], [0.727, 1.918, 0.392], [1.971, -0.320, 1.231], [-1.630, 1.430, -0.425]], "atomic_forces_ev_per_a": [[2.12, 3.09, -1.53], [-1.53, -2.25, 1.02], [-0.36, 0.31, -1.95], [0.38, 3.27, 1.04], [2.95, -4.71, -1.57], [-0.98, 0.93, -1.51], [5.09, 0.10, 1.86], [-1.45, 1.31, 1.68], [0.38, 0.20, -0.42], [0.73, -0.51, 0.20], [-7.33, -1.73, 1.18]]}



3.
{"formula": "CH2F2IP", "method": "the ωB97M-V functional and the def2-TZVPD basis", "max_force_ev_per_a": 3.18, "relative_energy_kcal_mol": 30.4, "total_charge": 0, "e_lumo_ev": -0.96, "homo_ev": -9.41, "elements": ["C", "F", "F", "P", "I", "H", "H"], "xyz": [[0.776, -0.068, 0.229], [0.975, 0.636, 1.325], [1.013, 0.772, -0.747], [-1.642, -0.464, -0.029], [2.125, -1.783, 0.312], [-1.660, -0.020, -1.434], [-1.588, 0.927, 0.344]], "atomic_forces_ev_per_a": [[-2.58, -1.03, -0.22], [-0.25, 0.07, 1.14], [0.57, 0.17, -1.33], [2.83, 1.42, -0.33], [-0.46, 0.40, -0.26], [0.26, -0.52, 0.92], [-0.36, -0.50, 0.08]]}



4.
{"formula": "CH2F2N2", "method": "the ωB97M-V functional and the def2-TZVPD basis", "max_force_ev_per_a": 5.09, "relative_energy_kcal_mol": 93.6, "total_charge": 0, "e_lumo_ev": -3.19, "homo_ev": -11.67, "elements": ["C", "N", "N", "F", "F", "H", "H"], "xyz": [[-0.167, 0.138, 0.012], [-0.796, -0.928, 0.068], [1.177, 0.010, -0.167], [-0.522, 1.415, 0.050], [-2.826, -0.249, -0.271], [1.323, -0.947, -0.128], [1.812, 0.562, 0.435]], "atomic_forces_ev_per_a": [[1.16, 3.95, -0.41], [-5.03, -0.81, -0.15], [0.33, 1.52, 0.53], [-0.66, -1.06, 0.05], [3.60, -0.91, 0.61], [1.45, -2.26, -0.25], [-0.85, -0.43, -0.37]]}



5.
{"formula": "CH2F2N2O", "method": "the ωB97M-V functional and the def2-TZVPD basis", "max_force_ev_per_a": 2.73, "relative_energy_kcal_mol": 16.1, "total_charge": 0, "e_lumo_ev": -0.92, "homo_ev": -10.46, "elements": ["C", "N", "N", "O", "F", "F", "H", "H"], "xyz": [[2.048, -0.072, 1.513], [0.637, 0.939, 0.711], [0.344, 0.164, -0.188], [2.730, -0.508, 0.641], [2.423, 0.746, 2.542], [1.292, -0.969, 2.224], [1.077, -0.663, -0.464], [-0.578, -0.010, -0.659]], "atomic_forces_ev_per_a": [[0.51, -0.40, 2.23], [-1.05, -1.43, -0.49], [1.42, -2.33, -0.21], [0.57, 0.37, -0.85], [0.26, 0.58, -1.52], [-1.18, -0.10, -0.49], [-1.12, 1.90, 0.93], [0.59, 1.41, 0.40]]}



6.
{"formula": "CH2F2N2O", "method": "the ωB97M-V functional and the def2-TZVPD basis", "multiplicity": 3, "s2": 2.01, "max_force_ev_per_a": 13.46, "relative_energy_kcal_mol": 15.0, "total_charge": 0, "e_lumo_ev": [0.69, -0.44], "homo_ev": [-6.77, -12.70], "elements": ["C", "N", "N", "O", "F", "F", "H", "H"], "xyz": [[-1.078, 1.537, 0.210], [0.157, -1.230, 0.622], [1.037, -1.533, -0.084], [-1.181, 2.255, 1.132], [0.003, 1.438, -0.553], [-2.025, 0.846, -0.439], [1.031, -1.256, -1.089], [2.056, -2.057, 0.202]], "atomic_forces_ev_per_a": [[-0.20, 0.58, -1.21], [-7.53, 2.63, 6.62], [10.78, -4.22, -6.88], [-0.26, -0.94, -0.25], [0.03, -0.12, 0.34], [0.49, 0.44, 1.10], [0.13, -0.19, 0.82], [-3.44, 1.83, -0.55]]}



7.
{"formula": "CH2F2O2P", "method": "the ωB97M-V functional and the def2-TZVPD basis", "max_force_ev_per_a": 2.80, "relative_energy_kcal_mol": 62.4, "total_charge": -1, "e_lumo_ev": 3.85, "homo_ev": -4.24, "elements": ["C", "O", "O", "F", "F", "P", "H", "H"], "xyz": [[0.408, 0.061, 0.197], [-0.910, -2.346, -0.182], [-1.884, -0.545, 1.469], [1.753, -0.396, -0.082], [0.631, 2.222, -1.651], [-0.752, -1.164, 0.694], [0.386, 0.786, 0.953], [0.367, 1.382, -1.398]], "atomic_forces_ev_per_a": [[0.47, -2.23, -0.49], [0.38, -0.46, 0.75], [1.13, -0.84, -0.19], [-1.05, 0.49, 0.21], [0.46, 1.62, -0.81], [-1.53, 1.77, -1.54], [0.64, 1.30, 1.08], [-0.50, -1.63, 0.99]]}



8.
{"formula": "CH2F3N2", "method": "the ωB97M-V functional and the def2-TZVPD basis", "max_force_ev_per_a": 8.14, "relative_energy_kcal_mol": 28.5, "total_charge": 1, "e_lumo_ev": -5.67, "homo_ev": -16.83, "smiles": "NC(F)=[N+](F)F", "elements": ["N", "C", "F", "N", "F", "F", "H", "H"], "xyz": [[0.164, 0.029, 0.073], [1.608, 0.628, 0.079], [1.732, 1.879, 0.078], [2.607, -0.231, 0.084], [3.924, 0.021, -0.085], [2.343, -1.533, 0.048], [0.151, -0.901, 0.470], [-0.443, 0.638, -0.418]], "atomic_forces_ev_per_a": [[7.76, 2.25, 0.92], [-5.73, -3.49, -0.12], [0.70, -0.07, -0.28], [0.79, 0.52, -0.11], [-1.70, 0.00, 0.39], [0.25, 0.59, -0.10], [-0.88, 0.14, -0.55], [-1.18, 0.06, -0.16]]}



9.
{"formula": "CH2F3NS", "method": "the ωB97M-V functional and the def2-TZVPD basis", "max_force_ev_per_a": 3.51, "relative_energy_kcal_mol": 65.3, "total_charge": 0, "e_lumo_ev": 0.03, "homo_ev": -10.70, "elements": ["C", "N", "F", "F", "F", "S", "H", "H"], "xyz": [[1.446, -0.017, -0.114], [0.258, 0.026, 0.256], [-2.155, 0.057, -1.066], [-1.066, -1.698, 0.506], [-1.191, 1.754, 0.482], [-1.382, 0.002, 0.430], [1.792, 0.072, -1.167], [2.297, -0.196, 0.673]], "atomic_forces_ev_per_a": [[1.35, -0.32, 0.51], [-1.98, 0.11, 0.80], [1.27, -0.37, 1.73], [-1.13, 0.47, -0.76], [-0.62, -1.22, -0.40], [3.22, 0.91, -1.08], [-0.46, -0.11, 0.52], [-1.65, 0.54, -1.31]]}



10.
{"formula": "CH2F3OPS", "method": "the ωB97M-V functional and the def2-TZVPD basis", "max_force_ev_per_a": 2.29, "relative_energy_kcal_mol": 87.8, "total_charge": 0, "e_lumo_ev": [-0.56, -1.37], "homo_ev": [-9.31, -9.48], "elements": ["C", "O", "F", "F", "F", "P", "S", "H", "H"], "xyz": [[0.247, 2.323, -2.886], [2.895, 0.781, -0.472], [0.105, 3.481, -2.175], [-0.863, 2.039, -3.533], [1.337, 2.291, -3.586], [-0.043, 0.887, 0.179], [1.655, 0.206, -1.095], [0.587, 1.978, 1.004], [0.121, -0.002, 1.174]], "atomic_forces_ev_per_a": [[-0.59, 0.43, 2.17], [-0.12, -0.37, -0.43], [0.28, -1.17, -1.12], [0.49, 0.24, -0.30], [0.01, 0.42, -0.74], [0.10, 1.86, -0.62], [-0.21, 0.99, 1.10], [-0.29, -1.13, -1.24], [0.33, -1.27, 1.17]]}



- What is the formula in the fourth record?
  CH2F2N2